## w
This record from the Open Molecules 2025 dataset describes a 2-piece molecular cluster, C2H7O2 overall. The level of theory is ωB97M-V/def2-TZVPD.

Output
LUMO energy (eV): 4.75
HOMO-LUMO gap (eV): 7.56
HOMO (Ha): -0.103

Structure (ORCA input):
```
! wB97M-V def2-TZVPD RIJCOSX def2/J DEFGRID3
* xyz -1 1
C 0.404 -0.100 -0.010
O -0.577 0.616 0.590
C 0.782 -1.427 0.790
H 0.117 -0.481 -1.024
H 1.312 0.495 -0.160
H 1.788 -1.406 1.215
H 0.036 -1.443 1.582
H 0.705 -2.245 0.078
H -1.088 1.889 -0.350
H -1.988 1.712 -1.560
O -1.490 2.389 -1.150
*
```



## x
This record from the Open Molecules 2025 dataset describes a 2-piece molecular cluster, C2H7O2 overall. The level of theory is ωB97M-V/def2-TZVPD.

Output
LUMO energy (eV): 4.68
HOMO-LUMO gap (eV): 7.41
HOMO (Ha): -0.100

Structure (ORCA input):
```
! wB97M-V def2-TZVPD RIJCOSX def2/J DEFGRID3
* xyz -1 1
O 1.765 -1.370 -2.026
H 0.955 -0.801 -1.761
C -0.203 0.062 0.251
O -0.208 0.045 -1.062
C -0.857 1.182 1.054
H 0.763 -0.129 0.635
H -0.699 -0.939 0.754
H 1.441 -2.315 -1.691
H -1.898 1.107 1.053
H -0.523 2.136 0.658
H -0.535 1.022 2.134
*
```



Which of them is the most stable, and which is the least stable? w and x, in that order.



## w
This record from the Open Molecules 2025 dataset describes C35H39NOS4SiSn as an isolated structure. The level of theory is ωB97M-V/def2-TZVPD.

Output
LUMO energy (eV): -0.30
HOMO-LUMO gap (eV): 7.23
HOMO (Ha): -0.277

Structure (ORCA input):
```
! wB97M-V def2-TZVPD RIJCOSX def2/J DEFGRID3
* xyz 0 1
Sn 1.667 -0.065 -1.355
S -0.275 2.902 -4.562
C 0.284 3.917 -3.259
C 0.157 5.285 -3.082
C 0.660 5.837 -1.920
C 1.291 5.049 -0.958
C 1.433 3.691 -1.135
C 0.923 3.120 -2.295
N 0.961 1.799 -2.610
C 0.376 1.514 -3.739
C 0.266 0.163 -4.209
C -0.350 -0.142 -5.424
C -0.477 -1.460 -5.809
C 0.014 -2.462 -4.985
C 0.636 -2.148 -3.786
C 0.782 -0.834 -3.356
H -0.327 5.895 -3.828
H 0.561 6.897 -1.747
H 1.671 5.510 -0.060
H 1.911 3.056 -0.402
H -0.727 0.655 -6.049
H -0.954 -1.709 -6.745
H -0.090 -3.496 -5.286
H 1.016 -2.947 -3.158
C 2.317 -2.564 2.951
C 3.202 -3.189 1.884
S 3.312 -2.263 0.307
C 4.894 -1.358 0.372
C 5.008 -0.289 1.437
S 3.645 0.933 1.396
C 3.353 1.193 3.182
C 2.454 0.168 3.848
S 3.220 -1.473 4.109
H 1.899 -3.361 3.569
H 1.502 -1.990 2.513
H 2.779 -4.148 1.577
H 4.213 -3.343 2.256
H 4.966 -0.922 -0.626
H 5.691 -2.093 0.491
H 5.937 0.267 1.291
H 5.001 -0.740 2.427
H 2.864 2.167 3.235
H 4.325 1.253 3.673
H 1.541 0.024 3.273
H 2.198 0.525 4.849
C -4.246 0.743 -0.212
C -2.845 0.638 -0.816
C -2.290 2.053 -0.961
C -2.922 0.012 -2.205
Si -1.610 -0.370 0.266
O -0.129 -0.231 -0.315
C -1.997 -2.219 0.472
C -3.216 -2.818 0.180
C -3.428 -4.168 0.403
C -2.425 -4.955 0.938
C -1.198 -4.381 1.225
C -0.995 -3.034 0.989
C -1.615 0.362 2.026
C -0.716 1.361 2.380
C -0.729 1.929 3.643
C -1.647 1.498 4.586
C -2.542 0.494 4.256
C -2.524 -0.065 2.990
H -4.889 1.345 -0.857
H -4.204 1.216 0.768
H -4.707 -0.235 -0.096
H -2.887 2.639 -1.663
H -1.268 2.011 -1.325
H -2.284 2.567 -0.003
H -3.517 0.628 -2.882
H -3.366 -0.979 -2.163
H -1.921 -0.090 -2.617
H -4.020 -2.228 -0.234
H -4.387 -4.608 0.166
H -2.594 -6.007 1.120
H -0.405 -4.990 1.639
H -0.031 -2.595 1.198
H 0.002 1.698 1.642
H -0.031 2.715 3.898
H -1.662 1.935 5.575
H -3.259 0.151 4.990
H -3.229 -0.846 2.742
*
```



## x
This record from the Open Molecules 2025 dataset describes C35H39NOS4SiSn as an isolated structure. The level of theory is ωB97M-V/def2-TZVPD.

Output
LUMO energy (eV): -0.26
HOMO-LUMO gap (eV): 7.69
HOMO (Ha): -0.292

Structure (ORCA input):
```
! wB97M-V def2-TZVPD RIJCOSX def2/J DEFGRID3
* xyz 0 1
Sn -1.343 1.076 0.581
S -4.831 -1.869 -0.447
C -4.014 -1.650 -1.966
C -4.381 -2.083 -3.235
C -3.529 -1.802 -4.287
C -2.325 -1.120 -4.076
C -1.962 -0.692 -2.815
C -2.828 -0.944 -1.755
N -2.606 -0.593 -0.433
C -3.542 -1.041 0.360
C -3.456 -0.828 1.806
C -4.230 -1.567 2.702
C -3.988 -1.446 4.056
C -2.966 -0.613 4.502
C -2.208 0.121 3.602
C -2.434 0.035 2.230
H -5.301 -2.628 -3.395
H -3.789 -2.130 -5.284
H -1.663 -0.938 -4.912
H -1.013 -0.203 -2.629
H -4.997 -2.245 2.343
H -4.572 -2.015 4.766
H -2.755 -0.557 5.563
H -1.397 0.736 3.981
C -0.144 6.640 -2.183
C -1.201 5.807 -2.899
S -1.445 4.161 -2.173
C -0.885 3.068 -3.496
C 0.614 2.995 -3.754
S 1.525 2.294 -2.352
C 2.582 3.643 -1.764
C 1.893 4.877 -1.191
S 1.572 6.141 -2.470
H -0.334 6.672 -1.109
H -0.194 7.669 -2.543
H -0.944 5.694 -3.952
H -2.158 6.330 -2.849
H -1.418 3.330 -4.414
H -1.253 2.088 -3.193
H 1.028 3.970 -4.004
H 0.785 2.333 -4.607
H 3.293 3.921 -2.544
H 3.159 3.158 -0.975
H 2.547 5.334 -0.447
H 0.954 4.607 -0.714
C 3.908 -0.989 2.346
C 2.680 -0.159 1.961
C 3.091 0.849 0.879
C 2.167 0.629 3.171
Si 1.294 -1.225 1.228
O 0.119 -0.285 0.656
C 0.474 -2.372 2.483
C 0.915 -2.669 3.772
C 0.178 -3.489 4.620
C -1.020 -4.036 4.189
C -1.477 -3.762 2.906
C -0.738 -2.941 2.070
C 1.984 -2.248 -0.185
C 1.980 -1.731 -1.483
C 2.526 -2.443 -2.542
C 3.085 -3.695 -2.320
C 3.095 -4.229 -1.039
C 2.549 -3.509 0.016
H 4.705 -0.334 2.717
H 4.302 -1.535 1.486
H 3.693 -1.717 3.131
H 3.874 1.512 1.265
H 2.239 1.463 0.575
H 3.483 0.353 -0.013
H 2.945 1.308 3.538
H 1.875 -0.020 3.999
H 1.300 1.240 2.902
H 1.846 -2.253 4.138
H 0.543 -3.699 5.618
H -1.594 -4.674 4.848
H -2.415 -4.182 2.562
H -1.114 -2.719 1.076
H 1.554 -0.749 -1.658
H 2.521 -2.021 -3.540
H 3.510 -4.254 -3.144
H 3.526 -5.207 -0.863
H 2.552 -3.942 1.011
*
```



Which of them is the most stable, and which is the least stable? x and w, in that order.